No. 1
{
  "formula": "C4H9NO",
  "method": "ωB97M-V/def2-TZVPD",
  "species": ["C", "C", "N", "C", "O", "C", "H", "H", "H", "H", "H", "H", "H", "H", "H"],
  "coordinates": [[1.35550, -0.04553, -1.82561], [-0.05729, 0.32305, -1.37857], [-0.42639, -0.30475, -0.06783], [-0.50540, 0.50977, 0.99302], [-0.38882, 1.71663, 1.19483], [-0.82607, -0.23229, 2.22602], [1.59870, 0.41147, -2.79452], [1.44558, -1.13150, -1.92804], [2.09564, 0.29551, -1.09319], [-0.12857, 1.42708, -1.27306], [-0.78453, 0.03977, -2.14724], [-0.67098, -1.39227, 0.58504], [-1.84615, -0.06794, 2.58298], [-0.11416, -0.04681, 3.03120], [-0.74707, -1.50217, 1.89497]],
  "atomic_forces_ev_per_a": [[0.00, -0.12, 0.07], [-0.11, -0.62, 0.01], [-0.39, -1.33, 1.42], [-0.28, 0.64, 1.67], [0.34, 0.17, -1.72], [-0.21, -4.20, 0.30], [-0.14, -0.08, 0.23], [0.06, 0.13, -0.02], [-0.15, -0.06, -0.11], [-0.13, -0.74, 0.44], [0.07, -0.09, 0.19], [1.15, 3.55, -3.93], [0.18, 0.00, -0.14], [-0.06, -0.13, -0.17], [-0.33, 2.88, 1.75]],
  "lowdin_charge": [-0.103, -0.229, 0.011, -0.653, 0.021, -0.016, 0.073, 0.067, 0.074, 0.120, 0.105, 0.224, 0.087, 0.087, 0.129],
  "total_charge": 0,
  "homo_lumo_gap_ev": 10.1,
  "e_homo_ev": -9.4,
  "energy_ev": -7829.45245
}

No. 2
{
  "formula": "C7H14NO",
  "method": "ωB97M-V/def2-TZVPD",
  "species": ["C", "C", "C", "C", "O", "C", "C", "N", "C", "H", "H", "H", "H", "H", "H", "H", "H", "H", "H", "H", "H", "H", "H"],
  "coordinates": [[0.45936, -2.66700, 0.33594], [0.83055, -1.41667, 0.16694], [0.31630, -0.12168, 0.65854], [1.51356, 0.80352, 1.47235], [-0.94954, -0.27256, 1.46420], [-2.14482, 0.21899, 0.70496], [-1.55358, 0.84132, -0.65109], [-0.12151, 0.85429, -0.44949], [0.50809, 0.61704, -1.82312], [1.17921, -3.28237, -0.09742], [-0.38433, -2.99332, 0.92515], [1.84312, -1.36872, -0.39027], [1.19273, 1.41759, 2.35645], [1.89805, 1.50824, 0.64555], [2.37246, 0.16235, 1.68222], [-2.72813, 0.90000, 1.39727], [-2.73258, -0.64948, 0.54880], [-1.91993, 0.19421, -1.41428], [-1.83643, 1.91581, -0.81712], [0.23970, 1.70071, -0.17796], [-0.01419, -0.19724, -2.42413], [0.49268, 1.50516, -2.52194], [1.53923, 0.32980, -1.59156]],
  "atomic_forces_ev_per_a": [[-0.89, 1.12, 0.89], [2.46, 0.71, -1.31], [-1.11, 1.59, 3.11], [-0.90, -0.31, -2.20], [1.40, 1.10, -2.15], [1.83, 1.14, 1.17], [-2.54, 1.33, 3.05], [0.01, -3.54, -3.18], [0.57, -0.55, -1.16], [0.42, -1.86, -0.42], [-0.05, -0.15, -0.14], [-1.68, 0.48, 0.92], [-0.09, -0.95, -0.95], [-0.37, -0.80, 1.32], [-0.35, 0.02, 0.33], [0.94, -0.47, -1.01], [-0.64, -0.66, -0.59], [0.45, -0.19, -0.92], [-0.21, -1.22, 0.05], [0.43, 2.79, 1.01], [0.66, 0.81, 1.38], [-0.13, -0.55, 1.40], [-0.20, 0.16, -0.61]],
  "lowdin_charge": [0.092, -0.144, -0.319, 0.067, -0.086, -0.050, -0.064, -0.087, 0.026, 0.058, 0.090, 0.143, 0.103, 0.094, 0.076, 0.144, 0.103, 0.120, 0.164, 0.113, 0.135, 0.132, 0.089],
  "total_charge": 1,
  "homo_lumo_gap_ev": 11.2,
  "smiles": "C=C[C@]1(C)OCC[N@@H+]1C",
  "e_homo_ev": -14.1,
  "energy_ev": -11014.17628
}